{"formula": "C23H42BrI2NO18PS", "method": "ωB97M-V/def2-TZVPD", "species": ["C", "C", "I", "C", "I", "N", "C", "C", "C", "C", "S", "C", "O", "O", "P", "O", "Br", "H", "H", "H", "H", "H", "H", "H", "H", "H", "H", "H", "H", "C", "O", "C", "O", "O", "C", "H", "H", "H", "H", "H", "H", "C", "O", "C", "O", "O", "C", "H", "H", "H", "H", "H", "H", "C", "O", "C", "O", "O", "C", "H", "H", "H", "H", "H", "H", "C", "O", "C", "O", "O", "C", "H", "H", "H", "H", "H", "H", "C", "O", "C", "O", "O", "C", "H", "H", "H", "H", "H", "H"], "coordinates": [[4.0850, -1.7917, 2.7690], [3.7925, -1.8075, 1.1871], [4.8778, -0.2683, 0.0366], [2.9163, -2.7232, 0.5259], [2.8401, -2.4953, -1.6806], [2.2045, -3.7286, 1.2972], [0.8127, -3.3957, 1.7157], [0.5254, -1.8707, 2.0966], [0.0216, -0.9030, 0.9251], [1.1268, 0.2140, 0.4664], [0.3281, 1.9275, 0.4148], [0.6292, -4.1935, 3.1387], [1.6100, -4.1603, 3.9726], [-0.5479, -4.8612, 3.4606], [-0.5451, -4.1915, 0.6024], [-0.3478, -3.7424, -1.0381], [0.0029, -6.4303, 0.6136], [5.1634, -1.4184, 2.8870], [3.4110, -0.9575, 3.2056], [3.9138, -2.8061, 3.2662], [2.3141, -4.6892, 0.9472], [-0.3175, -1.8864, 2.8920], [1.4082, -1.3506, 2.6215], [-0.4385, -1.4111, 0.0129], [-0.8338, -0.2596, 1.3736], [1.9795, 0.3191, 1.2270], [1.4880, 0.0338, -0.6023], [-0.7011, 1.7705, -0.5324], [-1.2688, -3.5996, -1.3772], [9.3757, 4.8134, 1.0205], [8.4298, 4.8252, -0.0462], [7.2793, 4.1846, 0.2308], [7.0095, 3.6301, 1.2676], [6.4849, 4.2709, -0.8490], [5.2182, 3.6292, -0.6975], [10.2610, 5.3564, 0.6870], [8.9711, 5.3191, 1.9003], [9.6694, 3.7898, 1.2640], [4.6482, 4.0874, 0.1137], [5.3461, 2.5586, -0.5224], [4.6630, 3.7624, -1.6267], [-2.2089, 3.3895, 1.9786], [-3.3211, 4.2652, 1.7843], [-4.1890, 3.8531, 0.8458], [-4.0976, 2.8446, 0.1886], [-5.1784, 4.7609, 0.7655], [-6.1810, 4.4492, -0.2006], [-1.5759, 3.8193, 2.7559], [-2.5464, 2.4061, 2.3138], [-1.6202, 3.3043, 1.0633], [-6.6760, 3.5075, 0.0476], [-5.7500, 4.4066, -1.2034], [-6.9256, 5.2457, -0.1795], [-0.1015, -2.1773, -3.8077], [-0.2425, -0.7720, -4.0222], [-0.1248, -0.3946, -5.3050], [0.0818, -1.1248, -6.2444], [-0.2772, 0.9410, -5.3618], [-0.1754, 1.4851, -6.6752], [-0.2134, -2.3654, -2.7420], [-0.8810, -2.7287, -4.3402], [0.8899, -2.5165, -4.1146], [-0.9572, 1.0801, -7.3220], [0.8136, 1.2919, -7.0970], [-0.3139, 2.5645, -6.6006], [-10.0528, 4.5508, -4.2658], [-10.9928, 4.9312, -3.2623], [-10.4336, 5.3536, -2.1157], [-9.2504, 5.4289, -1.8896], [-11.4221, 5.6774, -1.2648], [-10.9706, 6.1461, 0.0047], [-10.6142, 4.2284, -5.1435], [-9.4263, 5.3997, -4.5490], [-9.4390, 3.7151, -3.9222], [-10.3805, 7.0584, -0.1087], [-10.3932, 5.3737, 0.5178], [-11.8501, 6.3766, 0.6070], [2.4343, -6.7840, 4.4544], [3.3107, -7.9172, 4.3898], [4.0998, -7.9427, 3.3068], [4.1241, -7.1192, 2.4241], [4.8646, -9.0513, 3.3733], [5.7598, -9.2082, 2.2762], [1.8455, -6.8682, 5.3683], [3.0059, -5.8565, 4.4977], [1.7503, -6.7765, 3.6038], [6.4655, -8.3752, 2.2320], [5.2077, -9.2969, 1.3376], [6.3226, -10.1294, 2.4340]], "forces_ev_per_a": [[0.1, 1.0, -1.1], [-1.6, -2.2, -0.5], [-0.6, -0.9, 1.2], [2.1, 1.4, 2.4], [-0.3, -0.7, 0.9], [0.6, 2.5, -1.7], [0.6, -1.1, 1.0], [-0.8, 0.4, 0.0], [-0.2, 1.5, 0.4], [-1.0, -0.5, -0.5], [-0.1, -0.8, -0.7], [-2.0, -2.8, 4.2], [-2.4, 0.7, -3.0], [4.6, 3.4, -2.7], [-1.6, 0.3, 0.5], [-0.4, -0.1, 0.8], [0.4, 0.9, -0.3], [-1.5, -0.7, 0.0], [1.0, -1.5, -0.4], [-0.1, 1.5, -0.9], [-0.1, 0.6, 0.2], [1.4, -0.2, -1.4], [-1.2, -1.3, -0.9], [0.9, 0.5, 1.2], [1.3, -1.2, -0.7], [-1.3, -0.2, -1.3], [-0.1, 0.1, 1.8], [1.2, -0.3, 0.9], [1.1, -0.4, 0.6], [0.3, 0.0, 0.3], [-0.3, -0.1, 0.0], [-0.2, -0.1, -0.1], [0.2, 0.3, -0.4], [0.5, 0.1, 0.3], [-0.5, -0.2, 0.0], [-0.2, 0.0, -0.2], [0.0, -0.2, 0.0], [-0.2, 0.1, 0.1], [0.1, -0.2, 0.0], [0.0, 0.2, 0.2], [0.3, 0.1, 0.0], [0.3, -0.2, 0.0], [-0.5, 0.0, -0.3], [0.2, 0.1, 0.2], [-0.1, 0.4, 0.2], [0.3, -0.2, 0.1], [-0.4, 0.0, -0.3], [-0.2, 0.2, -0.1], [0.1, 0.1, -0.2], [-0.3, 0.0, 0.2], [0.2, 0.0, -0.1], [0.0, -0.2, 0.1], [0.2, 0.0, 0.2], [-0.1, -0.5, 0.1], [0.0, 0.4, -0.6], [0.0, -0.1, 0.4], [-0.1, 0.4, 0.3], [0.0, -0.3, 0.0], [0.0, 0.2, -0.3], [0.2, 0.3, -0.2], [0.2, 0.1, -0.1], [-0.2, 0.0, -0.1], [0.2, -0.1, 0.0], [-0.2, -0.1, 0.0], [0.0, -0.2, 0.3], [0.3, -0.1, -0.4], [0.1, 0.2, 0.4], [-0.1, 0.0, 0.0], [-0.5, 0.0, -0.1], [0.2, -0.1, -0.4], [0.1, 0.2, 0.4], [-0.2, 0.1, 0.3], [0.0, -0.1, 0.2], [0.0, 0.2, 0.0], [0.1, -0.2, 0.0], [0.1, 0.1, -0.1], [0.0, -0.1, -0.3], [-0.3, 0.6, 0.1], [0.7, -0.5, -0.6], [-0.6, 0.3, 0.5], [0.2, -0.5, 0.2], [0.0, 0.1, 0.0], [0.2, -0.1, -0.2], [0.2, -0.2, -0.1], [-0.1, -0.2, -0.2], [0.2, 0.1, 0.1], [-0.2, 0.0, -0.1], [0.1, 0.2, 0.1], [-0.2, 0.1, 0.2]], "lowdin_charge": [-0.14, -0.69, 0.75, -0.67, 0.76, -0.03, -0.52, -0.15, -0.24, -0.54, 0.64, -0.59, -0.09, -0.23, 0.69, -0.49, 0.24, 0.05, 0.08, 0.09, 0.09, 0.14, 0.11, 0.09, 0.09, 0.04, 0.02, -0.09, 0.04, -0.05, -0.01, -0.60, 0.12, 0.00, -0.05, 0.09, 0.10, 0.10, 0.10, 0.00, 0.10, -0.08, 0.00, -0.60, 0.12, -0.01, -0.05, 0.10, 0.10, 0.00, 0.10, 0.10, 0.08, -0.09, 0.00, -0.60, 0.12, 0.00, -0.05, 0.03, 0.10, 0.06, 0.10, 0.10, 0.09, -0.05, 0.00, -0.60, 0.12, 0.00, -0.05, 0.09, 0.10, 0.10, 0.10, 0.10, 0.09, -0.04, -0.01, -0.60, 0.12, -0.01, -0.06, 0.10, 0.08, 0.08, 0.09, 0.10, 0.09], "charge": -1, "homo_energy_ev": -5.09}

=====

{"formula": "C23H42Cl3GdN2O4Si", "method": "ωB97M-V/def2-TZVPD", "species": ["C", "C", "H", "H", "H", "C", "C", "H", "H", "H", "H", "Gd", "Cl", "Cl", "H", "H", "C", "C", "N", "H", "C", "O", "H", "H", "H", "H", "H", "H", "C", "C", "N", "H", "C", "O", "H", "H", "H", "H", "O", "C", "C", "C", "H", "C", "H", "C", "H", "C", "C", "H", "H", "H", "Si", "Cl", "C", "C", "C", "H", "H", "H", "H", "H", "H", "H", "H", "H", "C", "C", "C", "O", "H", "H", "H", "H", "H", "H"], "coordinates": [[-1.4489, -2.0595, -3.4069], [-1.0059, -3.0891, -2.4187], [-1.1735, -2.2953, -4.4314], [-1.0386, -1.0850, -3.1485], [-2.5357, -1.9505, -3.3733], [-0.5475, -4.3064, -2.7180], [-0.3735, -4.9110, -4.0700], [-0.2817, -4.9600, -1.8940], [-0.6064, -4.2260, -4.8805], [-1.0131, -5.7890, -4.1893], [0.6515, -5.2620, -4.2156], [0.0000, 0.0000, 0.0000], [-2.2453, 0.1416, 0.5550], [-0.2740, 1.2172, -1.9582], [0.6761, 4.5189, 3.2285], [-1.4280, 5.4804, 2.0079], [1.0208, 4.2119, 2.2407], [-0.9777, 5.1094, 1.0865], [-0.1072, 3.9869, 1.3603], [1.5862, 3.2919, 2.3252], [-0.3314, 2.7926, 0.8056], [0.3835, 1.7982, 1.0114], [-1.7699, 4.8036, 0.4106], [-1.1967, 2.7408, 0.1470], [1.6625, 4.9955, 1.8377], [-0.4194, 5.9234, 0.6231], [1.4977, -1.7077, -3.3160], [2.4305, -3.7486, -2.1610], [2.2979, -1.1069, -2.8915], [3.2519, -3.1152, -1.8255], [2.7882, -1.7517, -1.6860], [1.8982, -0.1318, -2.6444], [2.6049, -1.2113, -0.4895], [2.1030, -0.0957, -0.2671], [3.6159, -3.4871, -0.8718], [2.9684, -1.8359, 0.3375], [3.1105, -1.0188, -3.6122], [4.0595, -3.1666, -2.5543], [-0.0178, -1.7010, -0.7890], [-1.0819, -2.5886, -0.9823], [0.1109, -4.1227, 0.6343], [-1.0749, -3.6941, 0.0479], [1.0253, -3.6159, 0.3638], [0.1178, -5.1627, 1.5527], [-2.0358, -2.0597, -0.8782], [-2.2619, -4.3151, 0.4247], [1.0533, -5.4917, 1.9892], [-1.0708, -5.7841, 1.9120], [-2.2642, -5.3492, 1.3494], [-3.1934, -3.9813, -0.0160], [-1.0692, -6.5965, 2.6278], [-3.1979, -5.8203, 1.6295], [-0.3963, 4.8440, -5.7364], [-0.6497, 3.4317, -7.2727], [1.4179, 4.8608, -5.2950], [-1.4499, 4.2909, -4.2976], [-0.9568, 6.4949, -6.4050], [1.7509, 3.8826, -4.9526], [1.6138, 5.5782, -4.4972], [2.0303, 5.1389, -6.1508], [-0.3692, 6.7904, -7.2723], [-0.8502, 7.2731, -5.6485], [-2.0022, 6.4647, -6.7071], [-1.1481, 3.3076, -3.9413], [-2.5008, 4.2348, -4.5756], [-1.3618, 4.9894, -3.4646], [1.1010, -0.7091, 3.9996], [0.0000, 0.0000, 3.2709], [-1.0984, 0.7104, 4.0041], [0.0000, 0.0000, 2.0000], [0.9771, -0.6291, 5.1000], [2.0773, -0.2620, 3.7191], [1.0983, -1.7831, 3.7188], [-1.0961, 1.7845, 3.7236], [-2.0763, 0.2641, 3.7280], [-0.9704, 0.6304, 5.1036]], "forces_ev_per_a": [[-0.1, 0.1, -0.1], [0.1, -0.4, 0.0], [0.0, 0.0, -0.1], [0.1, 0.1, 0.0], [-0.1, 0.0, 0.0], [-0.1, 0.2, 0.2], [0.0, -0.1, -0.2], [0.0, 0.0, 0.1], [0.0, 0.1, 0.0], [0.0, 0.0, 0.0], [0.0, 0.0, 0.0], [0.1, 0.0, -2.7], [-5.3, 0.3, 1.0], [-0.5, 2.8, -4.0], [0.0, 0.0, 0.1], [0.0, 0.0, 0.0], [-0.1, 0.0, 0.0], [0.0, 0.1, 0.0], [-0.1, 0.0, 0.0], [0.1, -0.1, 0.0], [0.8, -0.1, 0.3], [0.8, 6.7, 1.3], [-0.1, -0.1, -0.1], [-0.1, 0.0, -0.1], [0.0, 0.0, 0.0], [0.0, 0.0, 0.0], [-0.1, -0.1, 0.0], [-0.1, -0.1, 0.0], [0.0, 0.0, 0.0], [-0.1, 0.0, 0.0], [0.1, 0.2, 0.2], [0.0, 0.1, 0.0], [0.5, 0.0, -0.3], [3.7, -0.7, -0.3], [0.0, 0.0, 0.1], [0.0, 0.0, 0.0], [0.0, 0.0, 0.0], [0.0, 0.0, 0.0], [-0.3, -6.3, -2.4], [0.1, -0.6, -0.3], [-0.1, 0.1, 0.0], [0.0, -0.1, 0.1], [0.1, 0.0, 0.0], [0.0, 0.0, 0.0], [-0.1, 0.1, 0.0], [0.0, 0.0, 0.0], [0.0, 0.0, 0.0], [0.0, 0.0, 0.0], [0.0, 0.0, 0.0], [0.0, 0.0, 0.0], [0.0, 0.0, 0.0], [0.0, 0.0, 0.0], [-0.1, -0.2, 0.1], [0.0, 0.2, 0.2], [-0.1, 0.0, -0.1], [0.1, 0.0, -0.2], [0.1, -0.1, 0.0], [-0.1, -0.1, 0.0], [0.0, 0.1, 0.1], [0.0, 0.0, -0.1], [0.1, 0.0, -0.1], [0.0, 0.0, 0.1], [-0.1, -0.1, 0.0], [0.1, -0.1, 0.1], [-0.1, 0.0, -0.1], [0.0, 0.1, 0.1], [0.2, -0.1, 0.6], [-0.2, -0.1, -3.3], [-0.1, 0.1, 0.6], [0.6, -2.0, 10.8], [0.1, -0.1, -0.7], [-0.5, -0.3, 0.0], [0.1, 0.6, 0.0], [-0.1, -0.6, 0.0], [0.5, 0.4, -0.1], [-0.1, 0.1, -0.7]], "lowdin_spin": [0.00, 0.00, 0.00, 0.00, 0.00, 0.00, 0.00, 0.00, 0.00, 0.00, 0.00, 7.07, -0.02, -0.02, 0.00, 0.00, 0.00, 0.00, 0.00, 0.00, 0.00, 0.01, 0.00, 0.00, 0.00, 0.00, 0.00, 0.00, 0.00, 0.00, 0.00, 0.00, 0.00, 0.00, 0.00, 0.00, 0.00, 0.00, -0.04, 0.00, 0.00, 0.00, 0.00, 0.00, 0.00, 0.00, 0.00, 0.00, 0.00, 0.00, 0.00, 0.00, 0.00, 0.00, 0.00, 0.00, 0.00, 0.00, 0.00, 0.00, 0.00, 0.00, 0.00, 0.00, 0.00, 0.00, 0.00, 0.01, 0.00, -0.01, 0.00, 0.00, 0.00, 0.00, 0.00, 0.00], "e_above_lowest_kcal_mol": 108.9, "multiplicity": 8, "charge": 0, "s2": 15.84, "homo_energy_ev": [-8.12, -8.18]}

=====

{"formula": "C23H42FN4O6", "method": "ωB97M-V/def2-TZVPD", "species": ["O", "C", "O", "C", "C", "N", "C", "O", "N", "C", "O", "F", "H", "H", "H", "H", "H", "H", "C", "C", "C", "C", "C", "C", "N", "O", "C", "C", "C", "H", "H", "H", "H", "H", "H", "H", "H", "H", "H", "H", "H", "H", "H", "H", "H", "H", "H", "C", "C", "C", "C", "C", "C", "N", "O", "C", "C", "C", "H", "H", "H", "H", "H", "H", "H", "H", "H", "H", "H", "H", "H", "H", "H", "H", "H", "H"], "coordinates": [[6.4716, -7.0226, -3.7685], [6.2535, -6.5098, -2.7010], [5.5413, -7.1620, -1.7521], [6.6527, -5.0985, -2.3619], [5.4964, -4.1293, -2.7663], [4.8237, -3.5545, -1.6411], [4.0268, -4.4060, -1.0121], [4.2875, -5.0755, -0.0090], [2.6207, -4.5453, -1.4281], [2.3882, -4.6291, -2.7868], [2.2560, -3.7230, -3.5688], [2.2631, -5.9061, -3.2207], [5.8140, -6.8108, -0.9013], [6.8630, -5.0212, -1.3039], [7.5551, -4.9095, -2.9224], [4.8625, -4.6663, -3.4820], [5.9396, -3.3157, -3.3274], [2.2641, -5.3631, -0.9536], [0.9370, -2.0135, 0.4866], [2.0120, -1.0611, 1.0511], [2.5418, -1.6180, 2.3690], [1.5286, -1.5080, 3.5101], [1.0195, -0.0744, 3.6646], [0.5084, 0.5390, 2.3606], [1.4698, 0.3233, 1.2430], [2.4353, 1.1705, 1.3490], [-0.8695, -0.0413, 1.9987], [0.2738, 2.0313, 2.5703], [3.1139, -1.0508, -0.0007], [1.4150, -2.8306, -0.0485], [0.3188, -2.4795, 1.2548], [0.2841, -1.4994, -0.2206], [3.4536, -1.0828, 2.6520], [2.8285, -2.6610, 2.2251], [0.6878, -2.1877, 3.3462], [1.9957, -1.8295, 4.4438], [0.2223, -0.0414, 4.4117], [1.8335, 0.5433, 4.0575], [-1.1852, 0.3100, 1.0152], [-1.6196, 0.2847, 2.7209], [-0.9036, -1.1275, 1.9990], [1.1583, 2.5374, 2.9515], [-0.5254, 2.1750, 3.2981], [-0.0224, 2.5163, 1.6385], [2.7319, -0.7025, -0.9612], [3.5076, -2.0517, -0.1451], [3.9571, -0.4208, 0.2763], [-5.3465, 4.9198, -1.7739], [-4.5807, 4.8933, -0.4327], [-3.0875, 5.0730, -0.6990], [-2.4487, 3.8419, -1.3428], [-2.7322, 2.5834, -0.5239], [-4.2122, 2.3781, -0.1994], [-4.8352, 3.6306, 0.3214], [-4.5121, 3.7926, 1.5584], [-4.9723, 1.8831, -1.4436], [-4.3446, 1.2599, 0.8259], [-5.1294, 6.0731, 0.3607], [-5.5205, 5.9506, -2.0806], [-4.8028, 4.4556, -2.5938], [-6.3199, 4.4365, -1.6852], [-2.5710, 5.2880, 0.2415], [-2.9393, 5.9448, -1.3401], [-2.8055, 3.7120, -2.3682], [-1.3703, 3.9893, -1.4181], [-2.3569, 1.7053, -1.0528], [-2.1649, 2.6429, 0.4099], [-6.0442, 1.8412, -1.2457], [-4.6442, 0.8773, -1.7028], [-4.8123, 2.4928, -2.3292], [-3.7392, 1.4418, 1.7111], [-4.0038, 0.3200, 0.3927], [-5.3810, 1.1284, 1.1407], [-6.2051, 5.9699, 0.5135], [-4.9489, 6.9961, -0.1893], [-4.6570, 6.1778, 1.3350]], "forces_ev_per_a": [[-0.3, -0.2, 0.0], [0.3, 0.2, -0.2], [0.4, -0.6, -0.3], [0.0, -0.8, -0.3], [0.3, 0.6, 0.4], [-0.8, -0.6, -0.4], [1.3, 0.6, 0.8], [-0.5, -0.1, 0.3], [-0.2, -0.7, -0.4], [-0.4, 2.1, -0.9], [0.3, -1.3, 0.9], [-0.2, -0.2, 0.1], [-0.6, 0.5, 0.4], [-0.1, 0.3, 0.3], [0.3, 0.2, -0.2], [-0.2, -0.1, -0.1], [0.2, 0.2, -0.3], [0.1, -0.2, 0.0], [-0.3, 0.0, 0.1], [-0.4, -1.1, -1.0], [0.0, 0.2, 0.5], [0.0, 0.0, -0.1], [0.4, -0.3, 0.2], [-1.5, 0.0, 0.0], [1.3, 0.1, 1.5], [0.0, 0.4, -0.6], [-0.1, -0.3, 0.0], [0.3, 0.3, 0.0], [0.3, 0.5, 0.1], [0.2, 0.1, 0.0], [0.0, 0.1, 0.0], [0.0, 0.0, 0.0], [0.0, 0.1, -0.1], [0.0, 0.0, -0.2], [0.0, 0.0, 0.0], [0.0, 0.0, 0.0], [-0.1, 0.1, -0.1], [0.0, 0.1, -0.1], [0.0, 0.0, 0.0], [0.1, 0.1, 0.1], [0.1, 0.0, -0.1], [0.1, 0.0, -0.1], [-0.1, -0.1, 0.0], [0.0, 0.0, 0.0], [0.0, 0.0, 0.0], [-0.1, -0.1, 0.0], [-0.1, 0.1, 0.1], [0.0, -0.2, -0.1], [-0.8, 0.7, -1.1], [0.4, -0.3, 0.1], [-0.1, 0.0, 0.0], [0.3, 0.4, 0.1], [-0.6, -1.1, -1.0], [1.8, 0.2, 0.7], [-0.6, 0.0, 0.4], [0.0, 0.2, -0.2], [0.0, 0.1, 0.5], [0.1, 0.0, 0.5], [0.0, 0.1, 0.1], [0.0, -0.1, 0.0], [0.0, 0.0, 0.0], [-0.1, 0.0, 0.1], [-0.1, 0.0, 0.0], [0.0, 0.0, 0.0], [0.0, 0.0, 0.0], [-0.1, -0.1, 0.0], [-0.1, 0.0, 0.1], [0.0, 0.0, 0.0], [0.1, 0.0, 0.1], [0.0, 0.0, 0.0], [-0.1, 0.1, 0.0], [0.0, 0.0, -0.2], [0.0, 0.1, 0.0], [0.0, 0.0, 0.0], [0.0, 0.0, -0.1], [0.0, -0.1, 0.0]], "lowdin_spin": [0.00, 0.00, 0.00, 0.00, 0.00, 0.00, 0.00, 0.00, 0.00, 0.00, 0.00, 0.00, 0.00, 0.00, 0.00, 0.00, 0.00, 0.00, 0.00, 0.03, 0.02, 0.00, 0.01, 0.03, 0.36, 0.54, 0.00, 0.00, 0.00, 0.00, 0.00, 0.00, 0.00, 0.00, 0.00, 0.00, 0.00, 0.00, 0.00, 0.00, 0.00, 0.00, 0.00, 0.00, 0.00, 0.00, 0.00, 0.00, 0.03, 0.01, 0.00, 0.02, 0.03, 0.36, 0.54, 0.00, 0.00, 0.00, 0.00, 0.00, 0.00, 0.00, 0.00, 0.00, 0.00, 0.00, 0.00, 0.00, 0.00, 0.00, 0.00, 0.00, 0.00, 0.00, 0.00, 0.00], "e_above_lowest_kcal_mol": 0.0, "multiplicity": 3, "charge": -1, "s2": 2.01, "homo_energy_ev": [-3.82, -3.82]}

=====

- Look up the charge of the second one.
  0